# 1
Molecular formula: C5H4O2
Method: DFT, ωB97M-V with the def2-TZVPD basis set

Cartesian coordinates (Å):
O (2.000, -2.167, -0.744)
C (2.222, -1.056, -0.806)
O (0.375, -0.510, 0.873)
C (-0.949, -0.705, 0.610)
C (-1.445, 0.328, -0.108)
C (-0.361, 1.239, -0.299)
C (0.714, 0.693, 0.299)
H (-1.443, -1.569, 1.037)
H (-2.466, 0.463, -0.426)
H (-0.381, 2.217, -0.747)
H (1.733, 1.068, 0.311)

Atomic forces in eV per Å
0.2 1.0 -0.1
0.5 -1.7 -0.5
0.0 0.6 0.1
-0.1 0.2 0.0
-0.1 0.0 0.1
-0.1 0.2 0.1
-0.4 0.3 0.2
0.4 0.1 -0.1
0.0 -0.1 0.0
0.0 -0.1 -0.2
-0.4 -0.4 0.5

As for the max |F|: 1.83 eV/A. As for the LUMO energy: 1.1 eV. As for the energy relative to the best compared isomer or geometry (same formula, charge and spin): 22.8 kcal/mol. The total energy is -343.3560 Eh. As for the HOMO energy: -8.915 eV. The value obtained for the frontier orbital gap is 10.0 eV.

Electronic structure analysis, Mulliken charges in units of e: O -0.160; C 0.148; O -0.280; C -0.420; C -0.287; C -0.353; C -0.323; H 0.391; H 0.395; H 0.408; H 0.481

# 2
Molecular formula: C37H68BCl2N8O3S5Sc
Method: DFT, ωB97M-V with the def2-TZVPD basis set

Cartesian coordinates (Å):
Sc (-0.103, -0.720, 0.146)
C (-1.611, -3.078, -5.556)
C (-0.783, -3.662, -4.403)
C (-1.722, -3.980, -3.246)
C (-0.068, -4.937, -4.843)
N (0.287, -2.654, -4.061)
C (0.976, -2.034, -5.093)
C (1.993, -1.349, -4.546)
N (1.947, -1.539, -3.179)
B (3.152, -1.064, -2.316)
N (3.527, -2.106, -1.229)
C (4.263, -3.209, -1.609)
C (4.402, -3.999, -0.533)
N (3.755, -3.380, 0.526)
C (3.215, -2.225, 0.074)
S (2.357, -1.014, 0.982)
C (3.727, -4.094, 1.856)
C (2.982, -3.341, 2.949)
C (5.176, -4.287, 2.302)
C (3.030, -5.436, 1.627)
N (2.997, 0.376, -1.737)
C (4.130, 1.106, -1.447)
C (3.762, 2.381, -1.231)
N (2.388, 2.449, -1.404)
C (1.947, 1.205, -1.698)
S (0.282, 0.734, -1.877)
C (1.584, 3.715, -1.254)
C (2.550, 4.894, -1.186)
C (0.668, 3.917, -2.462)
C (0.783, 3.628, 0.043)
C (0.897, -2.332, -2.896)
S (0.434, -2.826, -1.298)
H (-2.558, -3.611, -5.621)
H (-1.116, -3.190, -6.521)
H (-1.820, -2.020, -5.395)
H (-2.500, -4.635, -3.640)
H (-2.196, -3.080, -2.855)
H (-1.224, -4.493, -2.430)
H (-0.802, -5.674, -5.171)
H (0.502, -5.364, -4.016)
H (0.612, -4.743, -5.673)
H (0.694, -2.143, -6.122)
H (2.750, -0.740, -5.006)
H (4.085, -1.017, -3.073)
H (4.629, -3.327, -2.613)
H (4.910, -4.938, -0.428)
H (3.435, -2.374, 3.163)
H (3.037, -3.960, 3.846)
H (1.936, -3.188, 2.695)
H (5.670, -3.323, 2.426)
H (5.753, -4.882, 1.596)
H (5.189, -4.807, 3.260)
H (2.032, -5.281, 1.214)
H (2.936, -5.958, 2.580)
H (3.587, -6.083, 0.951)
H (5.103, 0.649, -1.418)
H (4.361, 3.236, -0.986)
H (3.177, 4.954, -2.076)
H (3.184, 4.863, -0.300)
H (1.960, 5.807, -1.129)
H (1.225, 3.808, -3.394)
H (0.272, 4.932, -2.423)
H (-0.163, 3.218, -2.471)
H (1.450, 3.524, 0.902)
H (0.098, 2.781, 0.028)
H (0.200, 4.542, 0.171)
Cl (-2.750, -3.233, 0.050)
C (-2.432, -3.298, 1.773)
Cl (-0.823, -2.580, 2.171)
H (-2.397, -4.333, 2.091)
H (-3.176, -2.727, 2.312)
C (-1.397, 4.995, 4.196)
C (-2.389, 4.636, 3.102)
S (-2.111, 2.999, 2.369)
O (-2.488, 1.959, -1.033)
C (-2.828, 1.932, 3.650)
C (-4.344, 1.822, 3.589)
H (-1.599, 5.996, 4.582)
H (-0.377, 4.981, 3.809)
H (-1.461, 4.304, 5.039)
H (-2.312, 5.338, 2.271)
H (-3.416, 4.674, 3.466)
H (-2.510, 2.316, 4.621)
H (-2.352, 0.959, 3.513)
H (-4.813, 2.805, 3.637)
H (-4.723, 1.236, 4.429)
H (-4.669, 1.343, 2.665)
C (-4.389, 4.680, -2.861)
C (-3.745, 3.315, -2.635)
C (-3.229, 3.215, -1.221)
S (-3.165, 0.889, -0.085)
O (-2.041, -0.102, 0.177)
C (-4.184, -0.024, -1.224)
C (-3.470, -0.524, -2.471)
C (-4.414, -1.390, -3.300)
H (-4.752, 4.769, -3.883)
H (-3.674, 5.487, -2.693)
H (-5.238, 4.837, -2.194)
H (-2.911, 3.167, -3.325)
H (-4.472, 2.522, -2.828)
H (-4.031, 3.280, -0.480)
H (-2.507, 4.000, -0.999)
H (-5.017, 0.646, -1.460)
H (-4.577, -0.849, -0.621)
H (-2.581, -1.091, -2.182)
H (-3.119, 0.326, -3.058)
H (-4.804, -2.226, -2.715)
H (-3.902, -1.800, -4.169)
H (-5.265, -0.811, -3.661)
N (0.121, 0.445, 2.042)
C (0.560, 0.661, 3.092)
N (1.053, 0.904, 4.264)
C (1.619, -0.164, 5.108)
C (1.119, 0.054, 6.523)
O (1.439, 1.358, 6.968)
C (0.808, 2.352, 6.183)
C (1.277, 2.279, 4.743)
H (2.708, -0.085, 5.076)
H (1.319, -1.135, 4.714)
H (1.602, -0.644, 7.203)
H (0.033, -0.102, 6.566)
H (1.074, 3.315, 6.614)
H (-0.282, 2.230, 6.228)
H (2.346, 2.497, 4.680)
H (0.726, 2.971, 4.108)

Atomic forces in eV per Å
1.1 -0.1 -0.5
0.0 0.0 0.0
0.0 0.0 0.0
0.0 0.0 0.0
0.0 0.0 0.0
-0.1 0.0 -0.1
0.0 0.0 0.0
0.0 0.0 0.1
0.2 -0.1 0.0
-0.1 0.0 0.2
0.0 0.1 -0.1
0.0 0.0 0.0
0.0 0.0 0.0
0.0 -0.2 0.1
0.0 0.1 0.0
-0.3 0.0 0.0
0.0 0.1 -0.1
0.0 0.0 0.0
0.0 0.0 0.0
0.0 0.0 0.0
0.1 0.1 -0.5
0.0 -0.1 0.1
-0.1 0.0 0.0
0.0 0.2 0.0
-0.1 -0.2 0.2
0.0 0.1 0.2
0.0 -0.1 0.1
0.0 0.0 0.0
0.0 0.0 0.0
0.0 0.0 0.0
-0.1 0.1 0.1
-0.2 0.1 0.1
0.0 0.0 0.0
0.0 0.0 0.0
0.0 0.0 0.0
0.0 0.0 0.0
0.0 0.0 0.0
0.0 0.0 0.0
0.0 0.0 0.0
0.0 0.0 0.0
0.0 0.0 0.0
0.0 0.0 0.0
0.0 0.0 0.0
0.0 0.0 0.0
0.0 0.0 0.0
0.0 0.0 0.0
0.0 0.0 0.0
0.0 0.0 0.0
0.0 0.0 0.0
0.0 0.0 0.0
0.0 0.0 0.0
0.0 0.0 0.0
0.0 0.0 0.0
0.0 0.0 0.0
0.0 0.0 0.0
0.0 0.0 -0.1
0.0 0.0 0.0
0.0 0.0 0.0
0.0 0.0 0.0
0.0 0.0 0.0
0.0 0.0 0.0
0.0 0.0 0.0
0.0 0.0 0.0
0.0 0.0 0.0
0.0 0.0 0.0
0.0 0.0 0.0
-0.2 -0.1 0.1
0.1 0.0 0.0
-0.1 -0.1 -0.2
0.0 0.0 0.0
0.0 0.0 0.0
0.0 0.0 0.0
0.0 0.0 0.0
0.2 0.0 0.1
-0.1 0.1 -0.2
0.0 0.1 0.0
0.0 0.0 0.0
0.0 0.0 0.0
0.0 0.0 0.0
0.0 0.0 0.0
0.0 0.0 0.0
0.0 0.1 0.0
0.0 -0.1 0.0
0.0 0.0 0.0
0.0 0.0 0.0
0.0 0.0 0.0
0.0 0.0 0.0
0.0 0.0 0.0
0.0 0.1 0.0
0.1 0.0 0.1
0.1 -0.5 0.3
-0.5 0.4 -0.1
0.0 0.0 -0.1
-0.1 0.0 0.0
0.0 0.0 0.0
0.0 0.0 0.0
0.0 0.0 0.0
0.0 0.0 0.0
0.0 0.0 0.0
0.0 0.0 0.0
0.0 0.0 0.0
0.0 0.0 0.0
0.0 0.0 0.0
0.0 0.0 0.0
0.0 0.0 0.0
0.0 0.0 0.0
0.0 0.0 0.0
0.0 0.0 0.0
0.0 0.0 0.0
-0.1 -0.1 0.0
0.2 0.2 0.0
-0.1 0.0 0.0
0.0 0.0 0.0
0.0 0.0 0.1
0.0 0.0 -0.1
0.0 0.0 0.1
0.0 0.0 0.0
0.0 0.0 0.0
0.0 0.0 0.0
0.0 0.0 0.0
0.0 0.0 0.0
0.0 0.0 0.0
0.0 0.0 0.0
0.0 0.0 0.0
0.0 0.0 0.0

As for the max |F|: 1.24 eV/A. As for the LUMO energy: -4.4 eV. As for the energy relative to the best compared isomer or geometry (same formula, charge and spin): 20.6 kcal/mol. Its total charge is +2. The total energy is -5811.1619 Eh. As for the HOMO energy: -12.642 eV. The value obtained for the frontier orbital gap is 8.2 eV.

Atom charges from the Mulliken analysis, given in e for atoms 1 to 99: Sc 1.599; C -1.911; C 1.418; C -1.619; C -1.839; N 0.697; C -0.688; C -1.282; N 0.604; B 0.444; N 0.237; C -1.465; C -0.371; N 0.645; C -0.437; S -0.256; C 1.311; C -2.171; C -1.629; C -1.579; N 0.507; C -1.273; C -0.460; N 0.440; C -0.298; S -0.118; C 1.455; C -2.284; C -1.346; C -1.047; C -0.394; S -0.478; H 0.456; H 0.497; H 0.435; H 0.631; H -0.114; H 0.568; H 0.482; H 0.348; H 0.380; H 0.636; H 0.695; H -0.176; H 0.698; H 0.595; H 0.504; H 0.698; H 0.194; H 0.378; H 0.406; H 0.451; H 0.259; H 0.466; H 0.416; H 0.661; H 0.573; H 0.514; H 0.501; H 0.451; H 0.397; H 0.525; H -0.028; H 0.404; H -0.232; H 0.519; Cl 0.030; C -0.721; Cl -0.160; H 0.451; H 0.367; C -0.970; C -0.769; S 0.210; O -0.224; C -0.208; C -1.184; H 0.464; H 0.186; H 0.177; H 0.414; H 0.394; H 0.408; H -0.021; H 0.280; H 0.414; H 0.186; C -1.540; C 0.116; C -0.978; S 0.497; O 0.392; C -1.368; C 1.450; C -1.401; H 0.411; H 0.351; H 0.369; H 0.276

# 3
Molecular formula: C26H50BrCl2IN5OS2
Method: DFT, ωB97M-V with the def2-TZVPD basis set

Cartesian coordinates (Å):
C (5.551, 0.985, -2.018)
C (4.589, 0.304, -3.001)
C (3.171, 0.926, -2.950)
C (2.024, -0.054, -3.299)
C (0.736, -0.337, -2.492)
N (0.519, 0.005, -1.039)
C (0.887, 1.467, -0.754)
C (0.930, 2.641, -1.767)
C (0.434, 2.709, -3.225)
C (-0.999, -0.105, -0.764)
Br (-2.020, 1.381, -1.565)
C (-1.442, -0.299, 0.731)
C (-2.033, -1.671, 1.099)
C (-3.211, -2.325, 0.339)
C (-3.652, -1.786, -1.022)
S (-5.394, -2.277, -1.347)
O (-2.329, 0.727, 1.063)
C (-3.701, 0.561, 1.335)
C (-4.096, 0.298, 2.786)
N (-0.287, -0.045, 1.627)
C (-0.627, 0.450, 2.931)
C (-0.715, 2.000, 3.103)
N (-0.430, 2.783, 1.883)
C (0.984, -0.590, 1.395)
S (1.204, -2.016, 2.600)
I (2.494, 0.919, 2.228)
C (1.284, -0.998, -0.115)
C (2.775, -0.834, -0.418)
C (3.870, -1.427, 0.451)
N (5.056, -1.216, 0.045)
C (0.974, -2.533, -0.386)
Cl (-0.553, -2.989, -1.298)
C (1.983, -3.539, -1.021)
C (2.606, -3.319, -2.383)
Cl (3.162, -4.219, 0.156)
H (5.044, 1.324, -1.114)
H (6.338, 0.315, -1.692)
H (6.005, 1.866, -2.471)
H (4.554, -0.764, -2.796)
H (4.994, 0.478, -3.994)
H (3.179, 1.711, -3.704)
H (3.087, 1.446, -2.006)
H (2.519, -1.002, -3.507)
H (1.669, 0.238, -4.286)
H (0.497, -1.382, -2.649)
H (-0.093, 0.140, -3.009)
H (1.843, 1.518, -0.250)
H (0.234, 1.768, 0.065)
H (1.953, 3.003, -1.841)
H (0.436, 3.464, -1.248)
H (0.204, 3.746, -3.461)
H (-0.437, 2.126, -3.486)
H (1.223, 2.429, -3.918)
H (-1.381, -0.854, -1.432)
H (-1.206, -2.377, 1.130)
H (-2.326, -1.600, 2.142)
H (-2.984, -3.383, 0.208)
H (-4.091, -2.318, 0.979)
H (-3.092, -2.188, -1.861)
H (-3.638, -0.706, -1.097)
H (-5.927, -1.068, -1.543)
H (-4.144, 1.530, 1.092)
H (-4.251, -0.115, 0.681)
H (-3.896, 1.192, 3.368)
H (-3.583, -0.531, 3.266)
H (-5.165, 0.097, 2.812)
H (-1.582, 0.054, 3.267)
H (0.037, 0.098, 3.715)
H (-0.043, 2.314, 3.901)
H (-1.713, 2.257, 3.448)
H (-1.036, 3.593, 1.865)
H (0.509, 3.154, 1.956)
H (2.459, -1.871, 3.034)
H (3.073, 0.206, -0.479)
H (2.998, -1.190, -1.420)
H (3.700, -2.027, 1.332)
H (5.724, -1.651, 0.677)
H (0.749, -3.026, 0.552)
H (1.367, -4.425, -1.140)
H (3.540, -2.763, -2.364)
H (2.869, -4.296, -2.784)
H (1.888, -2.890, -3.074)
C (-6.438, 2.659, 5.130)
C (-5.069, 3.073, 4.860)
N (-3.991, 3.390, 4.641)
H (-6.868, 3.291, 5.904)
H (-7.036, 2.748, 4.225)
H (-6.450, 1.625, 5.469)

Atomic forces in eV per Å
0.0 0.2 -0.1
-0.1 0.5 0.4
0.5 0.1 -0.3
0.7 0.1 -0.2
-0.4 0.0 -1.2
-0.3 0.2 -0.1
0.3 0.8 0.9
-0.2 0.6 -0.6
0.3 -0.2 -0.3
-0.6 0.4 -0.8
0.3 -0.1 0.2
-0.2 0.3 0.9
0.2 -0.6 -0.3
0.0 0.0 -0.1
-0.7 0.0 -0.2
0.0 -0.2 0.0
0.3 0.0 -0.1
-1.3 0.2 0.2
0.4 0.2 0.0
0.2 -0.3 -1.1
-0.4 0.8 1.4
0.0 0.3 -0.4
0.1 -0.1 0.3
-0.1 -0.1 0.9
-0.2 -0.1 0.0
0.1 0.0 0.1
0.5 0.0 0.5
0.7 0.2 -0.3
1.0 0.0 -0.2
-0.6 -0.2 0.1
-0.6 -0.9 -0.3
0.3 -0.1 -0.1
-0.2 -0.6 -0.1
0.4 -0.4 0.0
0.1 0.1 0.0
-0.1 -0.1 0.1
0.1 0.0 -0.1
0.0 0.1 0.0
0.1 -0.1 -0.1
0.0 -0.5 -0.2
-0.2 0.2 0.1
-0.2 -0.2 0.1
-0.1 -0.1 0.2
-0.3 0.0 0.0
0.2 -0.1 0.4
0.1 0.4 0.2
0.1 -0.5 -0.3
-0.3 -0.1 -0.2
0.1 -0.2 0.2
-0.3 -0.2 0.2
-0.1 0.1 0.1
-0.1 0.0 0.1
0.0 -0.1 0.0
0.2 -0.4 0.4
0.1 0.0 -0.1
0.1 0.2 0.0
0.1 -0.1 0.0
0.0 0.2 0.1
0.3 0.0 0.0
0.1 0.1 0.0
0.1 0.1 0.0
0.2 0.1 -0.1
0.5 -0.3 -0.1
0.0 0.0 0.2
-0.1 -0.2 -0.1
-0.1 0.0 0.0
-0.1 -0.2 -0.3
0.5 -0.3 -0.4
0.1 -0.2 0.1
-0.1 -0.1 -0.1
-0.1 0.0 -0.1
0.1 0.1 0.0
0.1 0.2 -0.1
-0.3 0.0 0.2
-0.3 -0.1 0.1
-0.4 0.2 0.1
0.1 0.0 0.0
0.2 0.4 0.2
-0.2 0.2 0.0
-0.1 0.2 0.0
0.0 -0.1 0.0
0.0 0.1 0.0
0.0 0.0 0.0
-0.3 0.0 0.1
0.4 0.1 -0.1
0.0 0.0 0.0
0.0 0.0 0.0
0.0 0.0 0.0

As for the max |F|: 1.63 eV/A. As for the LUMO energy: -3.0 eV. Its total charge is +1. The total energy is -5957.7323 Eh. As for the HOMO energy: -11.392 eV. The value obtained for the frontier orbital gap is 8.4 eV.

Electronic structure analysis, Mulliken charges in units of e: C -1.427; C -0.232; C -0.603; C -2.096; C -1.382; N 1.625; C 0.517; C -1.814; C -1.330; C -2.472; Br 0.105; C 1.029; C -1.497; C -1.761; C 0.066; S -0.192; O -0.445; C 0.255; C -0.946; N 0.969; C -0.814; C -0.851; N -0.408; C -1.703; S -0.049; I 0.205; C 3.402; C -0.594; C -1.203; N -0.398; C -1.578; Cl -0.132; C 0.035; C -1.479; Cl -0.176; H 0.243; H 0.378; H 0.349; H -0.046; H 0.622; H 0.863; H -0.096; H 0.695; H 0.567; H 0.860; H 0.840; H 0.408; H -0.037; H 0.508; H 0.649; H 0.425; H 0.303; H 0.181; H 0.940; H 1.059; H 0.584; H 0.521; H 0.519; H 0.302; H -0.229; H 0.143; H 0.523; H -0.057; H -0.095; H 0.174; H 0.586; H 0.278; H 0.829; H 0.368; H 0.182; H 0.241; H 0.288; H 0.257; H 0.888; H -0.852; H 0.296; H 0.298; H 0.631; H 0.884; H 0.214; H 0.587; H 0.301; C -0.932; C 0.448; N -0.400; H 0.341; H 0.273; H 0.268

# 4
Molecular formula: ClH2NO3P
Method: DFT, ωB97M-V with the def2-TZVPD basis set

Cartesian coordinates (Å):
N (1.129, -0.248, 0.161)
O (-1.087, -1.065, 1.327)
O (-0.657, -1.503, -1.176)
O (-0.528, 2.402, 0.062)
P (-0.465, -0.692, 0.053)
Cl (-1.412, 1.224, -0.507)
H (1.549, 0.289, 0.807)
H (1.471, -0.407, -0.729)

Atomic forces in eV per Å
-3.3 -2.5 -1.2
-0.1 0.4 0.8
0.2 0.5 -0.1
0.4 0.7 0.4
-0.1 -1.2 0.0
-0.3 -0.3 -0.4
1.5 2.2 2.3
1.6 0.2 -1.7

As for the max |F|: 4.26 eV/A. As for the LUMO energy: 4.1 eV. As for the energy relative to the best compared isomer or geometry (same formula, charge and spin): 32.0 kcal/mol. Its total charge is -1. The total energy is -1083.2894 Eh. As for the HOMO energy: -4.445 eV. The value obtained for the frontier orbital gap is 8.5 eV.

Electronic structure analysis, Mulliken charges in units of e: N -0.427; O -0.666; O -0.697; O -0.633; P 0.892; Cl 0.119; H 0.189; H 0.223